No. 1
Molecular formula: C50H48CoOP3S3
Method: DFT, the ωB97M-V functional and the def2-TZVPD basis

## Properties
2S+1: 2
HOMO (spin up / spin down): -3.8 / -4.1 eV
ΔE to the lowest compared entry with this formula, charge and spin: 0.0685 eV
total charge: -1
electronic energy: -152678.7802 eV

Geometry as XYZ:
```
106
C50H48CoOP3S3 (the ωB97M-V functional and the def2-TZVPD basis)
Co -0.32 -0.61 -0.08
S -0.86 0.18 -2.33
P -0.81 1.91 -1.29
C -0.61 1.63 0.36
P -1.97 1.28 1.27
S -3.09 -0.31 0.75
C -1.44 1.11 3.02
C -2.06 0.22 3.89
C -1.64 0.12 5.21
C -0.60 0.92 5.67
C 0.01 1.82 4.81
C -0.41 1.91 3.49
C -3.13 2.70 1.51
C -4.47 2.52 1.85
C -5.30 3.61 2.05
C -4.81 4.90 1.92
C -3.48 5.09 1.58
C -2.64 4.00 1.38
C -2.24 2.96 -1.75
C -3.51 2.37 -1.75
C -4.64 3.14 -1.98
C -4.52 4.50 -2.24
C -3.26 5.08 -2.27
C -2.13 4.31 -2.02
C 0.59 2.92 -1.88
C 1.09 3.92 -1.05
C 2.16 4.70 -1.46
C 2.75 4.49 -2.70
C 2.24 3.49 -3.53
C 1.16 2.72 -3.13
H -2.85 -0.42 3.50
H -2.12 -0.59 5.87
H -0.27 0.84 6.70
H 0.81 2.45 5.17
H 0.05 2.61 2.80
H -4.85 1.51 1.92
H -6.34 3.45 2.31
H -5.46 5.75 2.06
H -3.08 6.09 1.45
H -1.60 4.14 1.11
H -3.60 1.31 -1.54
H -5.61 2.67 -1.95
H -5.40 5.10 -2.41
H -3.15 6.14 -2.48
H -1.16 4.79 -2.05
H 0.66 4.04 -0.07
H 2.55 5.47 -0.81
H 3.59 5.09 -3.02
H 2.70 3.31 -4.50
H 0.79 1.93 -3.76
C -2.76 -3.53 -0.24
C -2.07 -4.40 -1.24
C -2.73 -5.51 -1.77
C -2.11 -6.34 -2.69
C -0.81 -6.08 -3.09
C -0.15 -4.98 -2.57
C -0.76 -4.13 -1.65
P 0.18 -2.75 -0.86
C 1.58 -2.60 -2.05
C 1.13 -2.32 -3.34
C 1.99 -2.08 -4.40
C 3.36 -2.12 -4.17
C 3.82 -2.39 -2.90
C 2.97 -2.63 -1.82
C 3.63 -2.86 -0.48
C 0.75 -3.56 0.66
C 1.19 -4.88 0.76
C 1.78 -5.32 1.93
C 1.94 -4.42 2.99
C 1.44 -3.14 2.90
C 0.78 -2.69 1.75
C 0.06 -1.38 1.70
H -3.79 -3.85 -0.09
H -2.75 -2.49 -0.54
H -2.26 -3.57 0.74
H -3.74 -5.70 -1.45
H -2.65 -7.20 -3.09
H -0.31 -6.72 -3.81
H 0.87 -4.79 -2.89
H 0.06 -2.27 -3.53
H 1.59 -1.86 -5.38
H 4.06 -1.94 -4.98
H 4.89 -2.41 -2.72
H 4.69 -2.59 -0.56
H 3.58 -3.89 -0.16
H 3.18 -2.25 0.30
H 1.09 -5.54 -0.09
H 2.14 -6.34 2.01
H 2.43 -4.75 3.90
H 1.51 -2.47 3.75
H 0.48 -0.71 2.45
H -0.96 -1.60 2.04
O 2.00 -0.40 -0.31
S 2.54 0.97 -0.04
C 4.35 0.73 -0.20
C 4.97 0.89 1.19
C 3.92 0.39 2.17
C 2.64 1.09 1.75
H 4.74 1.41 -0.95
H 4.43 -0.29 -0.56
H 5.19 1.94 1.39
H 5.92 0.35 1.26
H 4.17 0.60 3.21
H 3.78 -0.69 2.07
H 2.63 2.15 2.02
H 1.70 0.65 2.09
```

Löwdin population analysis, charges in e, atoms 1 to 99:
1. Co -0.049
2. S 0.378
3. P 0.424
4. C -0.561
5. P 0.389
6. S 0.323
7. C -0.333
8. C -0.108
9. C -0.091
10. C -0.108
11. C -0.097
12. C -0.108
13. C -0.319
14. C -0.107
15. C -0.098
16. C -0.109
17. C -0.095
18. C -0.095
19. C -0.315
20. C -0.109
21. C -0.079
22. C -0.100
23. C -0.099
24. C -0.088
25. C -0.379
26. C -0.134
27. C -0.097
28. C -0.106
29. C -0.090
30. C -0.096
31. H 0.069
32. H 0.095
33. H 0.090
34. H 0.094
35. H 0.089
36. H 0.067
37. H 0.094
38. H 0.091
39. H 0.096
40. H 0.089
41. H 0.056
42. H 0.102
43. H 0.094
44. H 0.095
45. H 0.094
46. H 0.093
47. H 0.095
48. H 0.092
49. H 0.096
50. H 0.073
51. C -0.086
52. C -0.261
53. C -0.054
54. C -0.096
55. C -0.094
56. C -0.099
57. C -0.275
58. P 1.122
59. C -0.298
60. C -0.163
61. C -0.084
62. C -0.094
63. C -0.066
64. C -0.250
65. C -0.055
66. C -0.314
67. C -0.092
68. C -0.108
69. C -0.096
70. C -0.046
71. C -0.290
72. C -0.222
73. H 0.079
74. H -0.007
75. H 0.082
76. H 0.104
77. H 0.095
78. H 0.096
79. H 0.100
80. H 0.081
81. H 0.100
82. H 0.094
83. H 0.102
84. H 0.072
85. H 0.077
86. H 0.053
87. H 0.104
88. H 0.091
89. H 0.093
90. H 0.108
91. H 0.040
92. H 0.040
93. O -0.554
94. S 0.983
95. C -0.285
96. C -0.231
97. C -0.225
98. C -0.312
99. H 0.084

No. 2
Molecular formula: C50H50AsBrF9IOP2Si2Zr
Method: DFT, the ωB97M-V functional and the def2-TZVPD basis

## Properties
2S+1: 1
HOMO: -12.6 eV
ΔE to the lowest compared entry with this formula, charge and spin: 4.0485 eV
total charge: +2
electronic energy: -253746.2458 eV

Geometry as XYZ:
```
118
C50H50AsBrF9IOP2Si2Zr (the ωB97M-V functional and the def2-TZVPD basis)
Zr -0.33 0.03 1.17
I -0.44 2.77 -0.10
C 1.45 3.41 -0.78
C 1.77 4.65 -0.31
C 2.87 5.34 -0.85
C 3.54 4.79 -1.90
C 3.19 3.52 -2.41
C 3.87 3.04 -3.56
C 3.54 1.84 -4.10
C 2.59 1.03 -3.46
C 1.93 1.42 -2.31
P 1.09 -0.02 -1.47
C 2.53 -1.16 -1.44
C 2.47 -2.52 -1.74
C 3.62 -3.30 -1.69
C 4.83 -2.74 -1.34
C 4.90 -1.39 -1.03
C 3.76 -0.61 -1.08
C 0.00 -0.51 -2.84
C 0.26 -1.35 -3.86
C -0.46 -1.46 -5.15
C -1.62 -0.99 -5.64
C -2.75 -0.25 -4.96
C -1.16 0.38 -3.08
C 2.16 2.74 -1.81
H 1.18 5.12 0.47
H 3.14 6.32 -0.47
H 4.35 5.33 -2.38
H 4.64 3.66 -4.00
H 4.03 1.48 -5.00
H 2.43 0.04 -3.85
H 1.54 -2.99 -2.02
H 3.55 -4.35 -1.94
H 5.73 -3.35 -1.31
H 5.85 -0.94 -0.76
H 3.84 0.45 -0.85
H 1.15 -1.96 -3.83
H 0.12 -2.03 -5.86
H -1.81 -1.22 -6.69
H -3.66 -0.84 -5.14
H -0.92 1.26 -3.67
F -3.65 -6.03 -1.61
C -3.39 -4.76 -1.43
C -4.29 -3.79 -1.85
F -5.42 -4.15 -2.43
C -3.99 -2.45 -1.66
F -4.87 -1.55 -2.11
C -2.82 -2.03 -1.05
P -2.58 -0.26 -0.68
C -2.48 0.57 -2.32
C -3.02 1.96 -2.43
C -3.32 2.63 -3.55
C -3.26 2.26 -4.96
C -3.00 1.10 -5.57
C -2.39 -0.33 -3.51
C -4.20 0.09 0.10
C -5.06 1.12 -0.28
C -6.26 1.30 0.38
C -6.63 0.47 1.42
C -5.79 -0.57 1.79
C -4.59 -0.76 1.14
C -1.93 -3.02 -0.66
Br -0.22 -2.64 0.09
C -2.19 -4.37 -0.84
F -1.32 -5.30 -0.47
H -3.10 2.51 -1.51
H -3.63 3.65 -3.40
H -3.46 3.09 -5.62
H -3.00 1.10 -6.65
H -2.35 -1.37 -3.23
H -4.84 1.76 -1.12
H -6.93 2.10 0.06
H -7.57 0.62 1.94
H -6.07 -1.25 2.59
H -3.96 -1.59 1.45
C -2.81 2.40 2.74
C -1.45 2.44 3.41
O -0.51 1.47 2.82
H -3.41 3.21 3.16
H -3.33 1.46 2.92
H -2.75 2.57 1.67
H -1.54 2.18 4.46
H -0.99 3.42 3.32
H 0.22 1.33 3.45
C 2.06 -3.95 2.26
Si 2.87 -2.47 3.04
C 4.71 -2.55 2.73
C 2.45 -2.32 4.86
As 2.04 -0.49 1.96
Si 2.79 1.25 3.42
C 2.73 2.88 2.49
C 4.55 0.82 3.87
C 1.83 1.40 5.04
H 2.50 -4.84 2.72
H 2.27 -4.00 1.19
H 0.98 -4.00 2.42
H 5.12 -3.37 3.33
H 5.26 -1.65 2.99
H 4.91 -2.79 1.68
H 2.74 -3.24 5.37
H 1.38 -2.17 5.01
H 2.98 -1.50 5.34
H 3.14 2.78 1.48
H 3.33 3.62 3.02
H 1.71 3.27 2.40
H 5.18 0.69 3.00
H 4.60 -0.10 4.47
H 4.96 1.63 4.48
H 0.82 1.81 5.05
H 2.41 2.08 5.68
H 1.78 0.43 5.55
F -2.06 -0.42 2.22
C -2.14 -1.87 3.28
F -0.87 -2.25 2.92
C -1.94 -1.14 4.62
F -0.77 -0.46 4.76
F -1.97 -2.06 5.56
F -2.92 -0.26 4.83
```

Löwdin population analysis, charges in e, atoms 1 to 99:
1. Zr 0.908
2. I 1.286
3. C -0.556
4. C -0.167
5. C -0.044
6. C -0.001
7. C -0.143
8. C 0.004
9. C -0.026
10. C -0.073
11. C -0.289
12. P 0.936
13. C -0.427
14. C -0.155
15. C -0.061
16. C -0.065
17. C -0.066
18. C -0.141
19. C -0.357
20. C -0.062
21. C -0.035
22. C -0.008
23. C -0.236
24. C -0.227
25. C -0.200
26. H 0.096
27. H 0.122
28. H 0.129
29. H 0.129
30. H 0.122
31. H 0.106
32. H 0.065
33. H 0.117
34. H 0.118
35. H 0.117
36. H 0.103
37. H 0.094
38. H 0.109
39. H 0.123
40. H 0.167
41. H 0.170
42. F 0.183
43. C -0.115
44. C -0.114
45. F 0.175
46. C -0.207
47. F 0.141
48. C -0.313
49. P 1.086
50. C -0.399
51. C -0.153
52. C -0.057
53. C -0.065
54. C -0.032
55. C -0.202
56. C -0.351
57. C -0.078
58. C -0.053
59. C -0.051
60. C -0.046
61. C -0.113
62. C -0.471
63. Br 0.986
64. C -0.239
65. F 0.110
66. H 0.051
67. H 0.114
68. H 0.109
69. H 0.121
70. H 0.128
71. H 0.081
72. H 0.116
73. H 0.117
74. H 0.119
75. H 0.081
76. C -0.071
77. C -0.221
78. O -0.406
79. H 0.105
80. H 0.066
81. H 0.026
82. H 0.126
83. H 0.122
84. H -0.007
85. C -0.232
86. Si 0.295
87. C -0.193
88. C -0.196
89. As 0.743
90. Si 0.287
91. C -0.212
92. C -0.210
93. C -0.180
94. H 0.051
95. H 0.009
96. H 0.003
97. H 0.051
98. H 0.010
99. H 0.019

No. 3
Molecular formula: C50H50CrN5O5P2SSe2Si
Method: DFT, the ωB97M-V functional and the def2-TZVPD basis

## Properties
2S+1: 2
HOMO (spin up / spin down): -7.1 / -7.1 eV
electronic energy: -266756.2790 eV

Geometry as XYZ:
```
117
C50H50CrN5O5P2SSe2Si (the ωB97M-V functional and the def2-TZVPD basis)
Cr 0.69 -1.09 -0.71
Se -1.62 -0.35 6.04
P -1.74 0.89 4.35
C -1.06 2.54 4.66
C -1.54 3.28 5.74
C -0.99 4.52 6.04
C 0.08 5.00 5.29
C 0.59 4.25 4.25
C 0.02 3.02 3.93
C -3.48 1.06 3.85
C -4.24 2.21 4.07
C -5.60 2.21 3.78
C -6.21 1.07 3.29
C -5.46 -0.08 3.09
C -4.10 -0.09 3.36
C -0.83 0.29 2.90
C -0.81 0.43 1.51
N 0.24 -0.32 1.09
N 0.85 -0.84 2.14
N 0.23 -0.48 3.23
P -1.59 1.38 0.20
Se -0.46 1.01 -1.61
C -3.37 1.10 0.02
C -4.21 2.19 -0.26
C -5.56 1.97 -0.51
C -6.07 0.69 -0.52
C -5.24 -0.39 -0.25
C -3.90 -0.19 0.04
C -1.43 3.16 0.56
C -0.70 4.00 -0.27
C -0.56 5.35 0.06
C -1.16 5.85 1.20
C -1.92 5.01 2.02
C -2.05 3.68 1.69
H -2.34 2.88 6.36
H -1.37 5.09 6.88
H 0.52 5.96 5.54
H 1.43 4.61 3.67
H 0.43 2.45 3.11
H -3.77 3.10 4.47
H -6.18 3.11 3.95
H -7.27 1.07 3.07
H -5.93 -0.98 2.72
H -3.51 -0.99 3.20
H -3.82 3.19 -0.29
H -6.20 2.82 -0.72
H -7.12 0.52 -0.74
H -5.63 -1.40 -0.25
H -3.26 -1.03 0.28
H -0.23 3.61 -1.16
H 0.01 6.00 -0.59
H -1.05 6.90 1.46
H -2.39 5.40 2.91
H -2.66 3.03 2.30
C -2.07 -4.25 -0.54
S -1.25 -2.90 0.24
O 0.18 -3.22 0.25
O -1.91 -2.67 1.49
O -1.36 -1.74 -0.72
H -2.18 -5.03 0.21
H -1.46 -4.59 -1.37
H -3.05 -3.91 -0.88
C 4.91 1.47 -0.61
Si 3.06 1.14 -0.68
C 2.35 2.23 0.65
C 2.67 1.70 -2.44
N 2.51 -0.52 -0.48
C 3.28 -1.52 0.17
C 2.89 -2.86 0.09
C 3.53 -3.84 0.83
C 4.64 -3.54 1.61
C 5.09 -2.23 1.64
C 4.41 -1.24 0.95
H 5.05 2.46 -1.05
H 5.51 0.75 -1.18
H 5.31 1.51 0.41
H 2.81 3.23 0.63
H 2.56 1.77 1.62
H 1.28 2.35 0.55
H 2.14 2.66 -2.45
H 2.04 0.98 -2.97
H 3.60 1.83 -3.01
H 2.10 -3.15 -0.58
H 3.15 -4.85 0.78
H 5.14 -4.31 2.18
H 5.96 -1.97 2.22
H 4.76 -0.23 1.05
C 0.93 -4.83 -4.56
O 1.89 -3.78 -4.46
C 2.86 -3.87 -3.53
C 3.12 -5.02 -2.80
C 4.26 -5.11 -2.01
C 5.14 -4.04 -1.93
C 4.83 -2.87 -2.60
C 3.69 -2.77 -3.38
N 3.53 -1.55 -4.08
C 2.57 -0.99 -4.78
C 1.19 -1.17 -4.78
C 0.49 -0.72 -5.94
C -0.85 -0.83 -6.05
C -1.58 -1.39 -4.97
C -0.97 -1.77 -3.81
C 0.44 -1.65 -3.64
O 1.03 -1.88 -2.53
H 0.26 -4.54 -5.36
H 0.37 -4.93 -3.63
H 1.42 -5.77 -4.81
H 2.44 -5.86 -2.86
H 4.45 -6.03 -1.47
H 6.04 -4.11 -1.34
H 5.48 -2.01 -2.49
H 4.39 -1.01 -4.08
H 2.95 -0.23 -5.46
H 1.07 -0.30 -6.76
H -1.37 -0.50 -6.95
H -2.65 -1.49 -5.05
H -1.54 -2.16 -2.98
```

Löwdin population analysis, charges in e, atoms 1 to 99:
1. Cr 0.551
2. Se 0.278
3. P 0.489
4. C -0.349
5. C -0.112
6. C -0.077
7. C -0.085
8. C -0.078
9. C -0.085
10. C -0.361
11. C -0.099
12. C -0.076
13. C -0.081
14. C -0.080
15. C -0.095
16. C -0.407
17. C -0.375
18. N -0.180
19. N 0.027
20. N 0.029
21. P 0.780
22. Se 0.662
23. C -0.311
24. C -0.067
25. C -0.071
26. C -0.077
27. C -0.077
28. C -0.077
29. C -0.353
30. C -0.115
31. C -0.066
32. C -0.069
33. C -0.066
34. C -0.099
35. H 0.101
36. H 0.104
37. H 0.102
38. H 0.107
39. H 0.089
40. H 0.091
41. H 0.103
42. H 0.104
43. H 0.108
44. H 0.107
45. H 0.104
46. H 0.106
47. H 0.106
48. H 0.110
49. H 0.078
50. H 0.046
51. H 0.106
52. H 0.107
53. H 0.113
54. H 0.081
55. C -0.121
56. S 0.444
57. O -0.345
58. O -0.283
59. O -0.485
60. H 0.074
61. H 0.060
62. H 0.070
63. C -0.190
64. Si 0.408
65. C -0.160
66. C -0.203
67. N -0.145
68. C -0.323
69. C -0.079
70. C -0.083
71. C -0.096
72. C -0.083
73. C -0.042
74. H 0.036
75. H 0.031
76. H 0.025
77. H 0.044
78. H 0.045
79. H -0.018
80. H 0.025
81. H -0.024
82. H 0.027
83. H 0.075
84. H 0.111
85. H 0.098
86. H 0.101
87. H 0.064
88. C -0.042
89. O -0.086
90. C -0.220
91. C 0.000
92. C -0.074
93. C -0.079
94. C -0.014
95. C -0.143
96. N 0.158
97. C -0.008
98. C -0.140
99. C -0.035

Which formula does entry 2 have? C50H50AsBrF9IOP2Si2Zr

Look up the 2S+1 of the second one. 1

2S+1 of number 2 (C50H50AsBrF9IOP2Si2Zr)? 1